Density functional theory data (wB97M-V/def2-TZVPD) for the ion C4H8NOS with charge +1 in a non-equilibrium geometry.

Each line ends with the natural charge from an NBO analysis.
Positions of all 15 atoms, in Å:
C -1.23 -0.82 -0.59  -0.243
C -0.42 -1.82 -0.75  -0.331
C 0.48 0.58 0.69  0.680
C 1.02 1.17 -0.52  -0.775
N -1.01 0.10 0.50  -0.557
O 0.74 0.90 1.89  -0.597
S 0.92 -2.06 0.26  -0.005
H -2.03 -0.66 -1.33  0.259
H -0.57 -2.80 -1.39  0.291
H 1.98 0.61 -0.71  0.309
H 1.17 2.25 -0.35  0.270
H 0.19 0.94 -1.34  0.279
H -1.63 0.84 0.37  0.434
H -1.30 -0.37 1.34  0.450
H 1.68 1.15 1.93  0.537

For the highest occupied orbital energy (alpha / beta), the calculation gives -0.462 / -0.462 Eh. The electronic energy comes out at -18640.1559 eV. For the strongest force on any atom, the calculation gives 5.27 eV Å⁻¹. The spin multiplicity is 1. Its lowest unoccupied orbital energy (alpha / beta) is -5.34 / -5.33 eV. The calculation puts the HOMO-LUMO gap (alpha / beta) at 7.25 / 7.25 eV. Its charge is +1.